DFT (wB97M-V/def2-TZVPD) results for C16H21BF4N4O3PdS as an isolated structure at a distorted geometry.

Output
Orbital gap (alpha / beta) ... 5.33 / 5.33 eV
Energy above the lowest of the compared OMol25 structures with the same formula, charge and spin ... 66.3 kJ/mol
LUMO level (alpha / beta) ... 4.18 / 4.18 eV
Molar mass ... 542.7 g/mol
Largest force on an atom ... 1.220 eV/A
Net charge ... -2
Multiplicity ... 1

Positions of all 51 atoms, in Å:
Pd: -0.27 -0.08 0.34
C: 0.78 -2.03 -4.76
N: -0.16 -2.00 -3.65
C: -1.43 -2.44 -3.82
C: -2.35 -2.34 -2.84
C: -1.94 -1.66 -1.65
N: -0.71 -1.20 -1.49
C: 0.24 -1.36 -2.46
O: 1.39 -0.98 -2.35
N: -2.82 -1.48 -0.65
H: 0.51 -2.84 -5.42
H: 1.78 -2.17 -4.36
H: 0.73 -1.10 -5.32
H: -1.67 -2.85 -4.79
H: -3.37 -2.65 -3.00
H: -3.80 -1.57 -0.84
H: -2.50 -0.92 0.13
F: -3.62 -0.38 -7.49
B: -3.03 -1.06 -6.41
F: -1.63 -1.04 -6.54
F: -3.46 -2.42 -6.41
F: -3.40 -0.47 -5.19
O: -4.04 -3.35 6.96
C: -3.90 -2.18 6.25
O: -4.54 -1.23 6.61
C: -3.00 -2.22 5.09
C: -2.44 -3.40 4.57
C: -1.59 -3.37 3.49
C: -1.23 -2.16 2.85
S: -0.14 -2.19 1.53
C: -1.81 -0.98 3.37
C: -2.67 -1.02 4.45
H: -3.42 -4.00 6.60
H: -2.70 -4.37 4.98
H: -1.19 -4.30 3.10
H: -1.55 -0.03 2.90
H: -3.09 -0.10 4.84
C: 1.85 2.58 1.12
C: 0.96 1.91 2.18
C: 0.57 2.96 3.24
C: 1.77 0.80 2.87
N: -0.23 1.35 1.61
H: 2.73 3.06 1.57
H: 1.27 3.35 0.59
H: 2.16 1.84 0.39
H: 1.45 3.45 3.69
H: -0.02 2.48 4.03
H: -0.06 3.73 2.78
H: 2.63 1.22 3.40
H: 2.11 0.07 2.14
H: 1.14 0.27 3.59

---

DFT (wB97M-V/def2-TZVPD) results for C28H48AlBeF5InKN2NaO11P2S as an isolated structure at a distorted geometry.

Output
Orbital gap ... 1.42 eV
LUMO level ... -6.92 eV
Molar mass ... 990.6 g/mol
Largest force on an atom ... 5.419 eV/A
Net charge ... +1
Multiplicity ... 1

Positions of all 102 atoms, in Å:
C: 3.12 -0.67 1.20
C: 3.17 -1.93 0.34
P: 2.17 -3.29 1.06
C: 2.81 -4.87 0.29
C: 3.30 -4.68 -1.14
In: -0.19 -3.01 0.21
N: -1.41 -4.55 0.92
C: -2.64 -4.23 0.93
C: -3.52 -4.06 -0.29
C: -3.35 -3.99 2.24
S: -1.09 -0.81 0.97
C: -2.23 -0.16 -0.22
O: -1.87 -0.98 2.22
O: -0.03 0.17 1.17
H: 2.17 -0.16 1.09
H: 3.40 -0.85 2.23
H: 3.88 0.00 0.79
H: 4.21 -2.28 0.30
H: 2.91 -1.67 -0.68
H: 1.95 -5.53 0.27
H: 3.59 -5.24 0.95
H: 3.81 -5.60 -1.46
H: 2.48 -4.54 -1.84
H: 4.01 -3.87 -1.27
H: -0.09 -3.05 -1.55
H: -3.67 -3.01 -0.53
H: -4.51 -4.44 -0.03
H: -3.15 -4.64 -1.13
H: -2.78 -4.44 3.03
H: -3.59 -2.94 2.39
H: -4.31 -4.51 2.21
H: -1.73 0.49 -0.94
H: -2.68 -0.98 -0.77
H: -3.00 0.42 0.30
C: 9.54 -7.09 -3.76
C: 9.21 -5.87 -3.18
C: 8.14 -5.79 -2.30
C: 7.42 -6.93 -2.02
C: 7.73 -8.15 -2.60
C: 8.79 -8.23 -3.47
N: 6.31 -6.83 -1.08
O: 6.05 -5.76 -0.61
O: 5.66 -7.85 -0.79
H: 10.38 -7.15 -4.44
H: 9.79 -4.99 -3.40
H: 7.89 -4.84 -1.85
H: 7.15 -9.04 -2.38
H: 9.05 -9.17 -3.93
K: -1.55 -3.77 4.36
C: -6.11 1.36 -0.33
C: -6.58 0.39 0.72
O: -7.62 -0.22 0.61
C: -5.70 0.22 1.94
H: -6.83 1.39 -1.14
H: -6.01 2.36 0.09
H: -5.14 1.04 -0.73
H: -5.59 1.17 2.46
H: -4.72 -0.16 1.64
H: -6.17 -0.50 2.62
Na: 4.59 -9.81 -0.75
F: -3.79 3.45 0.15
Al: -2.50 4.05 -0.77
F: -1.79 2.75 -1.62
F: -1.34 4.74 0.26
F: -3.05 5.20 -1.86
C: 2.76 7.55 -0.84
O: 2.52 7.25 -2.22
P: 2.62 5.70 -2.68
O: 4.04 5.31 -2.48
O: 2.22 6.00 -4.19
C: 2.76 7.10 -4.91
O: 1.74 4.37 -2.66
C: 1.28 3.90 -1.37
H: 2.47 8.58 -0.67
H: 2.17 6.91 -0.18
H: 3.83 7.43 -0.62
H: 3.83 7.21 -4.71
H: 2.23 8.02 -4.65
H: 2.61 6.90 -5.97
H: 0.65 4.65 -0.89
H: 2.14 3.67 -0.73
H: 0.68 3.01 -1.51
F: -6.51 4.17 2.06
C: -7.74 4.08 2.60
C: -8.21 5.13 3.37
C: -9.48 5.03 3.93
C: -10.25 3.89 3.72
C: -9.75 2.85 2.94
C: -8.49 2.95 2.38
H: -7.59 6.00 3.53
H: -9.87 5.84 4.53
H: -11.24 3.82 4.16
H: -10.35 1.97 2.78
H: -8.09 2.15 1.76
C: 2.14 2.66 2.04
C: 3.43 3.28 2.49
O: 4.25 2.69 3.12
O: 3.57 4.60 2.12
H: 2.07 1.63 2.36
H: 1.30 3.21 2.46
H: 2.07 2.70 0.95
Be: 3.85 5.70 2.86

---

DFT (wB97M-V/def2-TZVPD) results for a 15-piece molecular cluster, C18H61N2O15 overall at a distorted geometry.

Output
Orbital gap ... 7.41 eV
LUMO level ... -4.53 eV
Molar mass ... 545.7 g/mol
Largest force on an atom ... 5.945 eV/A
Net charge ... +1
Multiplicity ... 1

Positions of all 96 atoms, in Å:
C: 2.51 -1.61 0.93
C: 3.08 -1.62 2.48
C: 3.62 -0.12 2.90
C: 4.84 0.44 1.94
C: 4.31 1.63 0.91
C: 4.41 1.23 -0.68
C: 2.97 1.14 -1.46
C: 1.93 2.36 -1.15
C: 0.56 2.05 -2.03
C: -0.61 1.26 -1.13
C: -0.59 -0.29 -1.65
N: -1.76 -1.14 -1.08
C: -1.48 -2.61 -1.15
C: -2.71 -3.60 -0.60
C: -4.01 -2.73 -0.10
C: -3.99 -1.10 -0.11
C: -5.28 -0.17 0.39
C: -4.85 1.07 1.38
C: -4.51 2.44 0.53
O: -6.05 1.37 2.22
N: -2.80 -0.40 -0.64
H: 2.03 -0.54 0.76
H: 3.36 -1.71 0.11
H: 1.68 -2.43 0.74
H: 3.94 -2.41 2.57
H: 2.15 -1.87 3.18
H: 2.68 0.59 2.91
H: 3.97 -0.21 4.03
H: 5.43 -0.41 1.37
H: 5.62 0.97 2.66
H: 5.03 2.57 1.06
H: 3.24 1.92 1.29
H: 5.13 1.92 -1.29
H: 4.88 0.13 -0.72
H: 3.19 1.18 -2.64
H: 2.46 0.09 -1.29
H: 2.32 3.43 -1.50
H: 1.59 2.45 -0.03
H: 0.08 3.08 -2.39
H: 0.87 1.39 -2.97
H: -1.61 1.85 -1.36
H: -0.37 1.38 0.03
H: 0.43 -0.80 -1.31
H: -0.62 -0.36 -2.82
H: -0.47 -3.06 -1.58
H: -2.66 -4.77 -0.60
H: -4.99 -3.27 0.29
H: -6.02 -0.88 0.96
H: -5.77 0.31 -0.59
H: -3.99 0.78 2.13
H: -4.84 3.37 1.16
H: -5.17 2.42 -0.44
H: -3.37 2.47 0.19
H: -6.82 1.17 1.59
O: 1.97 -4.69 1.41
H: 2.72 -5.30 1.29
H: 1.24 -5.26 1.69
O: 1.54 5.27 -2.44
H: 1.65 6.03 -1.84
H: 0.95 5.61 -3.13
O: -1.71 -7.00 -0.98
H: -2.15 -7.86 -0.89
H: -1.00 -7.16 -1.62
O: 1.15 -2.33 5.26
H: 0.76 -1.45 5.36
H: 0.43 -2.86 4.87
O: -1.28 5.66 -2.64
H: -1.42 4.70 -2.75
H: -2.16 6.04 -2.80
O: -0.80 3.94 -4.78
H: -0.12 4.47 -4.33
H: -0.34 3.56 -5.54
O: 3.76 6.43 -1.30
H: 3.99 5.50 -1.41
H: 4.49 6.91 -1.71
O: -1.04 -9.53 -0.13
H: -0.51 -8.78 0.17
H: -0.61 -10.30 0.29
O: 2.64 -1.74 8.12
H: 1.79 -1.87 8.57
H: 2.40 -1.73 7.18
O: -6.97 -4.10 0.96
H: -6.85 -3.86 1.89
H: -7.24 -5.02 0.99
O: 3.69 9.65 -0.85
H: 3.55 8.69 -0.96
H: 2.82 10.03 -1.01
O: -0.87 -12.18 -1.53
H: -0.83 -11.21 -1.51
H: -1.74 -12.38 -1.15
O: 1.53 3.36 1.76
H: 1.57 4.33 1.78
H: 0.66 3.16 2.14
O: -3.62 4.35 -5.67
H: -4.25 4.28 -4.94
H: -2.76 4.28 -5.25

---

DFT (wB97M-V/def2-TZVPD) results for C7H10FNV as an isolated structure at a distorted geometry.

Output
Orbital gap (alpha / beta) ... 5.84 / 7.02 eV
Energy above the lowest of the compared OMol25 structures with the same formula, charge and spin ... 0.0 kJ/mol
LUMO level (alpha / beta) ... 3.78 / 3.75 eV
Molar mass ... 178.1 g/mol
Largest force on an atom ... 2.066 eV/A
Net charge ... -1
Multiplicity ... 3

Positions of all 20 atoms, in Å:
C: -0.44 0.91 -1.30
C: 0.96 1.04 -1.04
C: 1.13 1.92 0.07
C: -0.16 2.33 0.53
C: -1.15 1.69 -0.30
V: -0.09 0.03 0.75
N: -1.32 -1.28 0.40
C: -0.36 -2.36 0.10
C: 1.00 -1.68 0.04
H: 2.10 2.30 0.45
H: 1.76 0.63 -1.65
H: -0.37 3.07 1.31
H: -2.22 1.86 -0.27
H: -0.90 0.40 -2.14
H: 1.39 -1.58 -0.97
H: -0.38 -3.15 0.88
H: -2.26 -1.55 0.71
H: 1.72 -2.03 0.79
H: -0.59 -2.90 -0.85
F: 0.18 0.33 2.49

---

DFT (wB97M-V/def2-TZVPD) results for C4H11NP2 as an isolated structure at a distorted geometry.

Output
Orbital gap ... 8.27 eV
Energy above the lowest of the compared OMol25 structures with the same formula, charge and spin ... 294.7 kJ/mol
LUMO level ... 0.02 eV
Molar mass ... 135.1 g/mol
Largest force on an atom ... 4.866 eV/A
Multiplicity ... 1

Positions of all 18 atoms, in Å:
C: 0.88 2.95 -1.57
C: -1.27 -2.74 0.20
C: 0.13 2.62 -0.36
C: 0.23 -2.44 0.65
N: 0.07 0.75 1.50
P: 0.35 0.80 -0.02
P: 0.62 -1.46 2.12
H: 0.79 3.95 -1.98
H: 2.02 2.85 -1.47
H: 0.61 2.46 -2.61
H: -1.93 -1.77 0.08
H: -1.11 -3.39 -0.71
H: -1.91 -3.30 0.92
H: -0.91 2.83 -0.40
H: 0.64 3.07 0.60
H: 0.64 -2.01 -0.30
H: 0.80 -3.34 0.71
H: -0.67 -1.84 2.64

---

DFT (wB97M-V/def2-TZVPD) results for one molecule with the formula C16H15ClN4O3S2 at a distorted geometry.

Output
Orbital gap ... 7.78 eV
Energy above the lowest of the compared OMol25 structures with the same formula, charge and spin ... 37.1 kJ/mol
LUMO level ... -0.36 eV
Molar mass ... 410.9 g/mol
Largest force on an atom ... 1.311 eV/A
Multiplicity ... 1

Positions of all 41 atoms, in Å:
O: -1.71 0.13 -1.30
C: -1.69 1.34 -1.27
N: -0.55 2.12 -1.37
C: 0.78 1.86 -1.07
N: 1.39 0.71 -1.34
C: 0.90 -0.38 -2.15
H: -0.02 -0.09 -2.65
C: 0.66 -1.62 -1.28
N: 1.65 -1.67 -0.22
C: 1.37 -2.23 1.00
C: 0.21 -1.92 1.75
C: -0.13 -2.62 2.90
C: 0.70 -3.59 3.40
C: 1.89 -3.87 2.74
C: 2.20 -3.23 1.56
Cl: 3.62 -3.75 0.72
H: 2.56 -4.63 3.12
H: 0.45 -4.12 4.31
H: -1.05 -2.35 3.41
N: -0.60 -0.77 1.45
O: -0.04 0.21 1.00
O: -1.77 -0.81 1.76
C: 2.91 -1.06 -0.56
H: 3.30 -1.51 -1.48
C: 2.69 0.45 -0.74
H: 2.70 0.95 0.23
H: 3.49 0.88 -1.35
H: 3.63 -1.21 0.24
H: 0.75 -2.52 -1.91
H: -0.35 -1.58 -0.89
H: 1.66 -0.59 -2.92
S: 1.61 3.14 -0.42
H: -0.72 3.11 -1.24
C: -2.93 2.11 -1.15
C: -4.17 1.56 -0.95
C: -5.19 2.52 -0.86
C: -4.72 3.79 -0.98
S: -3.02 3.85 -1.21
H: -5.27 4.71 -0.95
H: -6.22 2.28 -0.70
H: -4.31 0.50 -0.87